No. 1
The molecule C2H4F2S in a non-equilibrium geometry, computed with the ωB97M-V functional and the def2-TZVPD basis.

## Properties
Lowest unoccupied orbital energy = 0.735 eV
HOMO = -0.3656 Ha
Energy relative to the best compared isomer or geometry (same formula, charge and spin) = 8.88 kcal per mole
SMILES = CC(F)(F)S
Frontier orbital gap = 10.68 eV

Each line ends with the Mulliken charge.
Positions of all 9 atoms, in Å:
C 0.338 0.267 -0.846  -1.233
C 0.043 -0.554 0.391  0.799
F 1.085 -1.111 1.045  -0.247
F -0.674 -1.630 -0.077  -0.252
S -0.927 0.369 1.721  -0.214
H -0.495 0.045 -1.470  0.362
H 0.383 1.307 -0.597  0.377
H 1.234 -0.189 -1.165  0.291
H -0.986 1.496 0.997  0.117

Force components x, y, z for each atom (eV/Å):
C -0.26 -0.52 1.89
C -1.67 0.22 0.91
F 0.54 0.23 -0.39
F -0.14 -0.12 0.51
S 0.38 -0.44 -0.91
H -0.38 0.14 -0.85
H 0.50 0.49 -0.23
H 1.16 0.06 -1.09
H -0.13 -0.07 0.17


No. 2
A structure of composition C30H33ClGeN3O3S2Sc in a non-equilibrium geometry, computed with the ωB97M-V functional and the def2-TZVPD basis.

## Properties
Lowest unoccupied orbital energy = -1.969 eV
HOMO = -0.2811 Ha
Energy relative to the best compared isomer or geometry (same formula, charge and spin) = 22.65 kcal per mole
Frontier orbital gap = 5.68 eV

Each line ends with the Mulliken charge.
Positions of all 74 atoms, in Å:
Sc -0.144 0.667 0.480  -0.671
C 1.198 1.688 3.382  -0.297
C 2.449 2.164 3.022  -0.514
C 2.557 3.186 2.090  -0.400
C 1.420 3.728 1.508  -0.328
C 0.161 3.263 1.871  -0.979
C 0.048 2.235 2.812  -0.636
H 1.111 0.900 4.119  0.426
H 3.337 1.729 3.456  0.362
H 3.534 3.553 1.807  0.423
H 1.494 4.518 0.773  0.420
H -0.726 3.712 1.447  0.882
H -0.931 1.904 3.148  0.650
C 1.928 -4.347 2.090  -0.694
C 1.405 -3.187 2.640  -1.022
C 0.808 -2.246 1.819  0.646
C 0.731 -2.471 0.450  -0.464
C 1.271 -3.626 -0.109  -0.336
C 1.861 -4.563 0.716  -0.824
N 0.157 -1.424 -0.357  1.988
N -0.063 -1.691 -1.581  -1.061
C -0.423 -0.550 -2.356  -0.010
C -0.717 -0.759 -3.693  -0.646
C -0.968 0.349 -4.490  -0.507
C -0.893 1.606 -3.918  -1.055
C -0.602 1.719 -2.561  -0.193
N -0.378 0.665 -1.785  0.869
H 2.399 -5.081 2.728  0.418
H 1.462 -3.014 3.705  0.484
H 0.363 -1.351 2.252  0.413
H 1.232 -3.767 -1.179  0.535
H 2.283 -5.462 0.290  0.446
H -0.725 -1.768 -4.076  0.585
H -1.200 0.227 -5.538  0.445
H -1.063 2.506 -4.493  0.539
H -0.539 2.692 -2.090  0.298
C -2.312 -1.890 3.938  -1.175
Ge -2.822 -1.763 2.044  0.716
C -4.775 -1.607 1.927  -1.347
C -2.368 -3.453 1.144  -1.226
C -2.008 -0.190 1.245  -0.695
H -2.869 -2.680 4.438  0.395
H -2.522 -0.952 4.450  0.377
H -1.250 -2.107 4.045  0.277
H -5.269 -2.365 2.531  0.380
H -5.093 -1.731 0.893  0.379
H -5.106 -0.625 2.261  0.376
H -3.093 -4.208 1.445  0.529
H -1.370 -3.820 1.398  0.271
H -2.433 -3.344 0.061  0.326
H -2.403 0.670 1.811  0.609
H -2.503 -0.093 0.259  0.348
C -3.599 5.641 -2.205  -0.771
O -3.507 4.457 -1.419  -0.267
C -2.310 4.051 -0.988  0.429
S -0.900 4.885 -1.371  -0.428
S -2.423 2.617 -0.063  -0.415
H -4.654 5.734 -2.453  0.232
H -2.996 5.554 -3.108  0.325
H -3.259 6.507 -1.639  0.337
Cl 4.213 -1.228 -5.500  -0.231
C 3.858 -0.863 -3.838  0.444
C 3.191 0.312 -3.531  -0.919
C 2.885 0.583 -2.208  0.110
C 3.255 -0.303 -1.202  0.021
C 3.951 -1.461 -1.529  -0.387
C 4.248 -1.752 -2.849  -0.835
C 2.859 -0.072 0.232  -0.016
O 3.427 -0.636 1.147  -0.685
O 1.825 0.723 0.373  0.270
H 2.916 0.998 -4.318  0.479
H 2.360 1.492 -1.949  0.607
H 4.243 -2.131 -0.734  0.529
H 4.776 -2.655 -3.117  0.439

Force components x, y, z for each atom (eV/Å):
Sc -0.85 1.40 -0.22
C -0.05 -0.08 0.01
C -0.04 0.04 0.00
C -0.03 -0.02 -0.01
C 0.03 -0.03 0.04
C 0.09 0.10 0.12
C -0.01 -0.03 0.03
H 0.00 -0.03 0.02
H 0.05 -0.03 0.02
H 0.04 0.01 -0.01
H 0.01 0.02 -0.01
H 0.09 0.02 0.04
H 0.05 0.04 -0.06
C -0.03 0.04 -0.10
C -0.03 0.02 -0.09
C -0.12 0.23 0.01
C -0.20 0.29 -0.41
C -0.08 0.06 -0.15
C 0.02 0.00 0.08
N 0.04 -0.80 -1.55
N 0.39 0.32 1.84
C 0.13 -0.09 0.17
C 0.07 -0.08 0.27
C 0.04 0.13 0.11
C 0.00 -0.06 0.04
C 0.01 0.09 -0.13
N -0.08 -0.60 -0.29
H 0.02 -0.04 0.03
H 0.00 0.02 0.04
H 0.09 -0.14 -0.06
H 0.00 -0.01 -0.01
H 0.01 -0.02 -0.01
H 0.00 -0.03 0.00
H -0.01 -0.01 -0.02
H 0.02 -0.02 0.02
H 0.04 0.01 -0.04
C -0.02 0.01 -0.07
Ge 0.04 0.01 0.05
C 0.10 0.05 0.03
C 0.15 -0.02 0.08
C 0.12 -0.31 0.07
H -0.04 -0.06 0.02
H -0.02 0.06 0.03
H 0.08 -0.02 0.01
H -0.06 -0.09 0.06
H -0.03 -0.01 -0.09
H -0.01 0.06 0.04
H -0.04 -0.05 0.01
H -0.18 0.05 -0.02
H 0.02 0.01 -0.07
H -0.01 -0.06 0.01
H 0.02 -0.01 0.00
C -0.03 0.12 -0.03
O 0.00 -0.04 0.08
C 0.36 0.02 0.02
S -0.20 0.01 0.14
S -0.02 -0.27 -0.14
H 0.01 0.00 0.01
H 0.00 0.00 0.01
H 0.00 0.00 -0.01
Cl 0.00 0.00 -0.01
C 0.00 0.00 -0.01
C 0.01 -0.02 -0.01
C 0.00 -0.02 0.06
C -0.02 0.01 0.04
C -0.03 0.07 0.01
C 0.00 0.00 -0.03
C 0.13 -0.19 0.13
O -0.11 0.21 -0.19
O 0.07 -0.21 0.06
H -0.01 0.04 -0.05
H -0.01 0.02 0.01
H 0.02 -0.05 0.06
H 0.02 -0.04 -0.01


No. 3
A structure of composition C24H23MgN5OS2, computed with the ωB97M-V functional and the def2-TZVPD basis.

## Properties
Lowest unoccupied orbital energy = 0.217 eV
HOMO = -0.2634 Ha
Frontier orbital gap = 7.39 eV

Each line ends with the Mulliken charge.
Positions of all 56 atoms, in Å:
Mg -0.294 0.280 -0.761  1.380
C -4.309 -1.303 -1.112  -1.763
C -2.968 -0.813 -0.659  0.778
N -2.304 0.118 -1.261  0.989
N -2.869 0.699 -2.345  -1.572
C -2.072 1.592 -2.949  0.562
N -2.657 2.138 -4.038  -0.394
S -0.468 2.095 -2.559  -0.598
C -2.289 -1.462 0.495  0.489
C -2.903 -2.489 1.208  -1.018
C -2.206 -3.136 2.212  -0.575
C -0.907 -2.750 2.499  -1.012
C -0.375 -1.703 1.772  -0.382
N -1.040 -1.063 0.809  0.425
H -4.528 -0.883 -2.088  0.416
H -5.101 -0.998 -0.420  0.348
H -4.322 -2.393 -1.177  0.378
H -3.608 1.899 -4.254  0.228
H -2.176 2.857 -4.544  0.219
H -3.916 -2.779 0.968  0.472
H -2.672 -3.943 2.764  0.401
H -0.321 -3.243 3.262  0.454
H 0.639 -1.361 1.962  0.487
S 3.994 -0.806 0.084  -0.404
C 3.928 0.853 0.587  0.618
C 4.887 1.611 1.256  -0.586
C 4.621 2.950 1.481  -0.522
C 3.436 3.530 1.016  -0.666
C 2.486 2.775 0.353  -0.071
C 2.719 1.411 0.171  -0.773
N 1.858 0.521 -0.472  0.188
C 2.413 -0.657 -0.645  0.733
C 1.750 -1.761 -1.364  0.978
C 2.463 -2.920 -1.699  -0.752
C 1.809 -3.946 -2.351  -0.729
C 0.455 -3.800 -2.658  -0.674
C -0.225 -2.635 -2.324  -0.200
C 0.385 -1.555 -1.669  -0.648
H 5.821 1.168 1.577  0.405
H 5.354 3.561 1.994  0.390
H 3.271 4.592 1.160  0.420
H 1.586 3.220 -0.057  0.448
H 3.523 -3.013 -1.470  0.324
H 2.342 -4.847 -2.629  0.383
H -0.063 -4.606 -3.164  0.388
H -1.279 -2.566 -2.593  0.356
C 0.104 1.513 2.969  -0.933
C -0.470 2.309 1.823  0.815
C -0.803 3.756 2.039  -1.548
O -0.713 1.785 0.753  -0.657
H 0.319 2.133 3.836  0.421
H 1.019 1.017 2.639  0.155
H -0.613 0.734 3.244  0.265
H -0.014 4.252 2.606  0.436
H -1.721 3.809 2.636  0.404
H -0.974 4.251 1.085  0.325

Force components x, y, z for each atom (eV/Å):
Mg 0.29 0.56 -0.27
C -0.02 -0.01 0.12
C 0.24 -0.01 0.17
N -0.70 -0.19 -0.20
N 0.46 0.19 0.17
C -0.26 -0.24 0.12
N 0.15 0.17 -0.04
S -0.31 -0.17 0.02
C 0.07 0.18 -0.15
C -0.10 -0.09 0.06
C -0.10 -0.05 0.01
C 0.00 -0.03 0.05
C -0.06 0.21 -0.23
N -0.19 -0.29 0.14
H -0.01 0.01 -0.02
H 0.05 -0.03 -0.02
H 0.00 0.03 -0.01
H 0.00 -0.02 0.01
H 0.00 0.00 -0.02
H 0.04 -0.02 0.02
H -0.01 0.01 -0.01
H -0.01 0.02 -0.02
H -0.04 -0.01 -0.05
S 0.04 -0.09 -0.08
C 0.11 -0.02 0.04
C -0.01 0.01 -0.01
C 0.01 -0.06 -0.04
C -0.03 0.00 -0.01
C -0.13 0.01 0.05
C -0.31 -0.14 -0.22
N 0.45 -0.23 0.21
C -0.11 0.18 0.01
C -0.06 0.16 0.14
C 0.02 0.10 0.06
C -0.08 0.01 -0.03
C 0.08 0.03 0.05
C 0.01 0.07 0.01
C 0.45 -0.34 -0.07
H -0.04 0.02 -0.01
H -0.03 -0.02 -0.01
H 0.00 -0.06 -0.01
H 0.02 -0.03 0.05
H -0.06 -0.01 0.00
H -0.01 0.01 0.01
H -0.01 0.00 -0.02
H 0.05 0.00 0.01
C 0.01 0.06 -0.05
C -0.21 -0.15 -0.15
C -0.03 0.00 0.10
O 0.29 0.19 0.17
H 0.00 -0.01 0.00
H -0.01 0.03 -0.02
H 0.04 0.06 -0.03
H -0.01 0.02 -0.01
H 0.09 0.00 -0.01
H 0.00 -0.04 0.01


No. 4
The molecule C13H25N2O4PS2 in a non-equilibrium geometry, computed with the ωB97M-V functional and the def2-TZVPD basis.

## Properties
Lowest unoccupied orbital energy = -0.896 eV
HOMO = -0.3135 Ha
Energy relative to the best compared isomer or geometry (same formula, charge and spin) = 69.43 kcal per mole
SMILES = CCN(CC)C(=S)SCCCN(CC(=O)O)C(=O)OP(C)C
Frontier orbital gap = 7.64 eV

Each line ends with the Mulliken charge.
Positions of all 47 atoms, in Å:
C 4.985 -0.381 2.616  -1.041
C 4.634 0.268 1.191  -0.273
N 4.212 -0.714 0.152  0.058
C 3.031 -1.539 0.562  -0.644
C 1.896 -0.762 1.389  -0.564
C 3.974 -0.062 -1.164  -0.265
S 5.189 -0.233 -2.324  -0.141
S 2.482 0.947 -1.598  0.017
C 1.267 -0.043 -2.593  -0.760
C 0.057 -0.681 -1.760  -0.696
C -0.611 0.295 -0.684  -0.350
N -1.427 1.359 -1.348  0.248
C -1.127 2.729 -0.840  -0.324
C -1.635 2.955 0.660  0.555
O -2.431 3.902 0.859  -0.542
O -1.230 2.158 1.779  -0.468
C -2.870 1.113 -1.264  0.136
O -3.570 1.468 -2.252  -0.567
O -3.550 0.562 -0.143  -0.142
P -4.680 -0.645 -0.656  0.210
C -6.197 -0.398 0.473  -0.974
C -4.081 -2.399 -0.277  -0.979
H 4.123 -1.000 3.045  0.247
H 5.146 0.487 3.362  0.324
H 5.950 -0.983 2.610  0.288
H 3.907 1.143 1.342  0.242
H 5.618 0.736 0.808  0.392
H 2.530 -1.904 -0.411  0.347
H 3.441 -2.465 1.105  0.256
H 2.026 -0.911 2.527  0.341
H 1.873 0.363 1.224  0.188
H 0.882 -1.208 1.117  0.136
H 1.850 -0.916 -3.071  0.390
H 0.901 0.588 -3.485  0.397
H -0.771 -0.926 -2.530  0.364
H 0.307 -1.684 -1.262  0.313
H 0.146 0.833 -0.008  0.279
H -1.218 -0.379 0.033  0.209
H -1.650 3.509 -1.508  0.324
H 0.000 2.942 -0.976  0.289
H -1.881 1.408 1.791  0.363
H -6.826 -1.352 0.387  0.327
H -5.871 -0.319 1.562  0.290
H -6.809 0.483 0.094  0.288
H -3.293 -2.800 -0.996  0.286
H -3.683 -2.471 0.799  0.286
H -5.017 -3.074 -0.335  0.344

Force components x, y, z for each atom (eV/Å):
C -0.29 0.56 0.28
C 1.62 0.80 0.62
N -1.60 1.22 -0.57
C -0.90 -0.07 -0.43
C -0.10 -0.57 0.95
C 2.10 -1.38 -0.96
S -2.03 0.44 1.82
S -0.02 -0.21 0.34
C 0.07 -1.76 -0.78
C -0.82 0.40 -0.30
C 0.81 -0.72 0.81
N -1.21 -0.85 2.23
C 0.48 0.71 -0.21
C -2.36 3.41 0.71
O 2.92 -3.45 -0.63
O -1.04 -0.17 -2.27
C -3.02 1.74 -4.28
O 2.66 -1.14 3.80
O 1.91 -0.62 -0.62
P -1.63 -0.35 -1.60
C 0.63 -0.67 0.64
C 0.20 -0.33 1.82
H 1.32 0.77 -0.71
H -0.24 -1.29 -1.23
H -1.38 0.64 -0.21
H 0.74 -1.30 -0.23
H -1.59 -0.66 0.50
H 0.94 0.38 1.47
H -0.78 1.44 -0.65
H -0.18 0.18 -1.78
H 0.08 -1.62 -0.06
H 1.32 0.69 0.39
H -0.79 1.39 0.66
H 0.56 -0.69 1.73
H 1.23 0.35 1.13
H 0.02 1.58 -0.65
H -0.91 -1.10 -1.24
H 0.62 1.18 -1.13
H 0.55 -1.34 1.32
H -1.68 -0.59 0.54
H 0.74 0.75 0.13
H 0.91 1.34 -0.04
H -0.71 0.21 -1.29
H 0.99 -1.08 0.66
H -1.11 0.82 0.83
H -0.46 -0.20 -1.48
H 1.41 1.16 -0.04